Entry 1:
Below is a cluster of 3 separate species, C3H11NO3 in total, with properties calculated with ωB97M-V/def2-TZVPD.

Each line ends with the natural charge from an NBO analysis.
Positions of all 18 atoms, in Å:
C1 1.538 -0.386 1.006  -0.22
C2 0.547 0.410 0.146  -0.53
C3 -0.085 1.621 0.846  0.46
O1 0.503 2.548 1.307  -0.51
N1 0.822 -1.407 1.809  -0.82
H1 2.068 0.295 1.685  0.20
H2 2.378 -0.700 0.379  0.17
H3 -0.301 -0.236 -0.054  0.22
H4 1.111 0.790 -0.705  0.23
H5 -1.193 1.572 0.829  0.10
H6 1.566 -1.818 2.370  0.36
H7 0.563 -2.113 1.120  0.35
H8 0.384 1.111 -4.460  0.46
H9 0.214 -0.034 -5.385  0.46
O2 -0.100 0.869 -5.255  -0.93
H10 -2.536 -3.557 1.201  0.46
H11 -2.337 -2.167 1.717  0.47
O3 -2.811 -2.646 1.003  -0.94

Energy, eV: -10921.0229
SMILES: NCCC=O.O.O
Multiplicity: 1
Maximum force, eV/Å: 1.5
HOMO, hartree: -0.358



Entry 2:
Below is a cluster of 14 separate species, C24H66BO21 in total, with properties calculated with ωB97M-V/def2-TZVPD.

Each line ends with the Löwdin charge.
Positions of all 112 atoms, in Å:
O1 0.532 -1.344 -2.899  0.14
C1 0.499 -0.938 -1.766  -0.27
O2 0.552 0.353 -1.292  0.21
B1 0.441 0.409 0.182  -0.88
O3 0.457 -1.014 0.589  0.21
C2 0.501 -1.829 -0.461  -0.31
O4 0.549 -3.051 -0.422  0.10
O5 -0.789 1.071 0.625  0.27
C3 -0.622 2.127 1.290  -0.40
O6 -1.458 2.861 1.739  0.13
C4 0.942 2.300 1.328  -0.27
O7 1.510 1.223 0.766  0.24
O8 1.522 3.293 1.758  0.10
C5 -3.930 3.421 -0.564  -0.08
C6 -4.275 4.488 0.448  -0.34
O9 -5.647 4.815 0.372  -0.07
H1 -4.199 3.763 -1.564  0.07
H2 -4.350 2.438 -0.351  0.08
H3 -2.858 3.227 -0.546  0.06
H4 -3.728 5.406 0.233  0.10
H5 -3.855 4.206 1.414  0.11
H6 -5.661 5.565 0.971  0.08
C7 3.881 4.947 -0.181  -0.09
C8 3.599 6.277 0.424  -0.36
O10 2.831 7.033 -0.388  -0.06
H7 4.419 4.253 0.464  0.08
H8 4.430 4.961 -1.123  0.06
H9 2.965 4.407 -0.421  0.08
H10 4.480 6.789 0.812  0.12
H11 2.997 6.163 1.326  0.10
H12 3.350 7.473 -1.066  0.11
C9 -2.109 -3.250 2.068  -0.05
C10 -2.276 -3.740 3.546  -0.24
O11 -2.098 -2.595 4.371  -0.10
H13 -2.678 -2.377 1.749  0.08
H14 -2.348 -4.053 1.371  0.05
H15 -1.102 -2.916 1.819  0.05
H16 -1.482 -4.433 3.824  0.10
H17 -3.252 -4.176 3.754  0.11
H18 -2.931 -2.117 4.357  0.10
C11 4.773 2.349 -2.439  -0.08
C12 4.174 0.957 -2.004  -0.30
O12 5.214 0.023 -2.052  -0.07
H19 5.454 2.271 -3.286  0.07
H20 5.352 2.783 -1.624  0.05
H21 4.022 3.111 -2.650  0.06
H22 3.406 0.596 -2.688  0.10
H23 3.651 1.047 -1.052  0.10
H24 5.402 -0.303 -1.168  0.08
C13 -0.191 0.572 4.692  -0.06
C14 0.594 -0.629 4.151  -0.31
O13 0.426 -1.685 5.078  -0.10
H25 -0.065 0.674 5.770  0.08
H26 -1.225 0.539 4.349  0.08
H27 0.311 1.461 4.311  0.06
H28 1.667 -0.493 4.013  0.11
H29 0.192 -0.916 3.179  0.09
H30 -0.392 -2.096 4.787  0.02
C15 1.036 -6.426 2.867  -0.06
C16 0.916 -5.428 1.678  -0.35
O14 -0.206 -5.600 0.889  -0.08
H31 0.748 -7.430 2.552  0.07
H32 0.386 -6.029 3.646  0.05
H33 2.044 -6.393 3.279  0.07
H34 1.849 -5.371 1.118  0.10
H35 0.856 -4.445 2.147  0.09
H36 -0.260 -4.770 0.410  0.03
C17 2.027 -4.573 -3.771  -0.07
C18 0.572 -5.007 -3.483  -0.33
O15 0.009 -5.759 -4.546  -0.08
H37 2.540 -5.416 -4.235  0.07
H38 2.540 -4.299 -2.850  0.07
H39 2.024 -3.747 -4.482  0.07
H40 0.075 -4.040 -3.562  0.08
H41 0.387 -5.452 -2.506  0.10
H42 -0.421 -5.106 -5.103  0.07
C19 -2.543 -4.857 -2.085  -0.07
C20 -3.634 -5.554 -1.176  -0.24
O16 -4.601 -4.502 -0.893  -0.11
H43 -1.912 -4.141 -1.557  0.06
H44 -3.022 -4.217 -2.826  0.05
H45 -1.871 -5.523 -2.625  0.06
H46 -3.075 -5.819 -0.279  0.09
H47 -4.101 -6.376 -1.718  0.10
H48 -5.034 -4.359 -1.738  0.07
C21 -0.492 6.246 0.872  -0.07
C22 -0.560 7.529 0.022  -0.31
O17 0.103 7.361 -1.215  -0.10
H49 0.419 6.066 1.443  0.05
H50 -0.698 5.324 0.330  0.07
H51 -1.286 6.299 1.617  0.07
H52 -0.033 8.351 0.506  0.10
H53 -1.564 7.933 -0.102  0.10
H54 0.997 7.128 -0.952  0.03
C23 -2.838 -2.038 -4.932  -0.08
C24 -1.672 -1.326 -5.642  -0.33
O18 -0.437 -1.924 -5.412  -0.08
H55 -3.099 -2.941 -5.484  0.07
H56 -3.733 -1.416 -4.908  0.07
H57 -2.524 -2.389 -3.949  0.05
H58 -1.589 -0.321 -5.227  0.11
H59 -1.979 -1.151 -6.673  0.11
H60 -0.082 -1.634 -4.569  0.02
O19 3.738 -2.936 0.834  -0.04
H61 2.973 -3.163 0.305  0.00
H62 3.414 -2.934 1.735  0.03
O20 1.296 5.083 3.635  -0.06
H63 1.618 4.336 3.130  -0.01
H64 2.088 5.548 3.906  0.05
O21 -1.224 4.021 4.194  -0.07
H65 -0.391 4.458 4.014  -0.03
H66 -1.352 3.433 3.449  -0.03

Energy, eV: -69637.4098
Total charge: -1
Multiplicity: 1
Maximum force, eV/Å: 3.5
HOMO, hartree: -0.278



Entry 3:
Below is a structure of composition C14H24CuN2P2S2, with properties calculated with ωB97M-V/def2-TZVPD.

Each line ends with the natural charge from an NBO analysis.
Positions of all 45 atoms, in Å:
Cu1 0.156 -0.390 0.137  0.74
C1 -2.627 -1.499 2.678  -0.66
C2 -1.234 -2.053 2.740  0.07
N1 -0.258 -1.788 1.904  -0.52
C3 0.899 -2.467 2.282  0.10
C4 0.789 -3.226 3.391  -0.43
S1 -0.794 -3.123 3.996  0.51
C5 2.101 -2.342 1.441  0.10
C6 3.260 -3.007 1.625  -0.43
S2 4.328 -2.644 0.361  0.52
C7 3.183 -1.614 -0.356  0.07
N2 2.059 -1.517 0.319  -0.53
C8 3.499 -0.959 -1.669  -0.66
H1 -2.803 -1.057 1.708  0.23
H2 -2.782 -0.738 3.445  0.24
H3 -3.363 -2.287 2.834  0.25
H4 1.545 -3.840 3.869  0.26
H5 3.524 -3.702 2.415  0.26
H6 4.499 -1.227 -2.007  0.24
H7 3.455 0.123 -1.583  0.23
H8 2.785 -1.280 -2.427  0.24
C9 1.432 1.210 -3.464  -0.93
P1 0.699 1.198 -1.785  0.76
C10 1.617 2.557 -0.956  -0.94
C11 -0.858 2.101 -2.150  -0.71
C12 -1.631 2.451 -0.876  -0.71
P2 -1.930 0.982 0.177  0.76
C13 -3.182 0.135 -0.865  -0.94
C14 -2.956 1.734 1.489  -0.94
H9 1.339 2.208 -3.897  0.23
H10 0.905 0.497 -4.101  0.25
H11 2.487 0.936 -3.449  0.24
H12 1.568 3.473 -1.548  0.23
H13 2.664 2.297 -0.810  0.24
H14 1.193 2.750 0.031  0.24
H15 -1.458 1.471 -2.810  0.23
H16 -0.615 3.004 -2.712  0.24
H17 -2.592 2.905 -1.116  0.24
H18 -1.080 3.178 -0.275  0.24
H19 -3.983 0.826 -1.135  0.23
H20 -3.620 -0.716 -0.349  0.24
H21 -2.717 -0.243 -1.777  0.24
H22 -3.660 2.438 1.040  0.24
H23 -2.323 2.266 2.201  0.25
H24 -3.520 0.976 2.035  0.24

Energy, eV: -102772.0191
Total charge: +1
Multiplicity: 1
Maximum force, eV/Å: 0.9
HOMO, hartree: -0.380



Entry 4:
Below is an isolated molecule of C5H8O, with properties calculated with ωB97M-V/def2-TZVPD.

Each line ends with the natural charge from an NBO analysis.
Positions of all 14 atoms, in Å:
C1 -1.124 -0.636 -0.657  -0.43
C2 0.168 0.083 -0.904  -0.27
C3 -1.069 0.867 -0.581  -0.42
C4 0.359 -0.751 2.048  0.07
O1 1.063 0.135 1.432  -0.48
C5 1.359 0.017 0.023  -0.06
H1 -1.620 -1.079 -1.518  0.21
H2 -1.213 -1.199 0.268  0.25
H3 0.503 0.126 -1.939  0.22
H4 -1.531 1.431 -1.386  0.22
H5 -1.139 1.343 0.395  0.22
H6 0.296 -0.351 3.088  0.07
H7 1.956 -0.882 -0.161  0.20
H8 1.990 0.896 -0.108  0.19

Energy, eV: -7358.0338
Multiplicity: 1
Maximum force, eV/Å: 0.6
HOMO, hartree: -0.308